(1)
Formula: C4BCsO8
Source: the Open Molecules 2025 dataset
Level of theory: ωB97M-V/def2-TZVPD

Its maximum force is 0.098 hartree/bohr. Its calculated total energy is -799.55858 hartree.

Geometry as XYZ:
```
14
Properties=species:S:1:pos:R:3:forces:R:3:mulliken_charge:R:1
Cs -0.40655 1.87531 22.03843 0.0 -0.3 0.4 1.010
O -0.86788 0.12709 24.40386 2.5 -2.0 1.2 -0.727
C -0.08412 -0.62510 25.04627 -0.9 1.5 0.2 0.604
O 1.05662 -0.26998 25.61068 -1.4 0.5 -0.6 -0.488
B 1.68516 -1.40856 26.35139 -0.4 -1.6 -1.8 1.022
O 0.75775 -2.55421 26.20358 -3.6 1.7 -1.6 -0.449
C -0.33635 -2.10220 25.47660 -2.2 -3.4 0.1 0.574
O -1.38371 -2.75104 25.20177 4.2 2.6 1.0 -0.608
O 2.03946 -1.19268 27.70161 1.5 0.1 0.7 -0.418
C 3.37125 -1.47557 27.84413 0.8 1.8 3.6 0.603
O 4.02275 -1.33097 28.90491 -2.5 -0.9 -4.2 -0.583
C 3.86632 -1.84457 26.44427 2.0 -2.1 -1.5 0.532
O 2.84906 -1.84014 25.55058 1.4 1.1 2.1 -0.500
O 4.98663 -2.25415 26.19961 -1.5 1.0 0.4 -0.573
```
Forces are in eV/Å.

***

(2)
Formula: C5H12NO
Source: the Open Molecules 2025 dataset
Level of theory: ωB97M-V/def2-TZVPD

Its maximum force is 0.072 hartree/bohr. Its calculated total energy is -326.87932 hartree. The spin multiplicity is 2. The expectation value of S² is 0.753. Its total charge is +2.

Geometry as XYZ:
```
19
Properties=species:S:1:pos:R:3:forces:R:3:nbo_charge:R:1
C 1.69751 1.46496 -0.67338 0.8 0.3 -2.0 -0.100
C 1.32784 1.65406 -1.95340 0.4 -0.3 1.6 -0.302
N 0.74630 1.04894 0.35539 -0.8 0.6 0.6 -0.711
H 2.73954 1.52424 -0.30312 -0.9 0.1 -0.2 0.266
H 2.07204 1.93803 -2.69648 -0.2 -0.1 0.2 0.276
H 0.30091 1.51052 -2.28185 0.1 0.2 0.0 0.207
H -0.22576 1.01051 0.01389 0.6 0.6 -0.2 0.402
H 0.94111 0.08676 0.69638 0.5 -0.2 0.1 0.457
H 0.76143 1.68500 1.17227 0.0 -0.1 -0.4 0.457
C -0.38476 -1.81459 0.22771 0.4 0.1 -0.8 -0.207
O 0.90836 -1.56436 0.83422 -1.4 0.2 -0.7 -0.666
C -1.48084 -1.06188 0.94011 2.0 -2.7 1.1 0.092
C -2.34988 -0.20453 0.34190 -2.9 2.0 -1.0 -0.034
H -0.57605 -2.93021 0.25206 -0.3 0.9 0.0 0.325
H -0.31564 -1.50482 -0.85576 0.0 -0.4 1.0 0.245
H 0.89128 -1.90054 1.72737 0.4 -0.5 0.8 0.514
H -1.57519 -1.25370 2.01432 0.1 0.2 -0.1 0.257
H -3.14469 0.33482 0.93729 0.9 -0.6 -0.7 0.279
H -2.33352 -0.02320 -0.74891 0.0 -0.1 0.5 0.243
```
Forces are in eV/Å.

***

(3)
Formula: C10H12I2
Source: the Open Molecules 2025 dataset
Level of theory: ωB97M-V/def2-TZVPD

Its maximum force is 0.071 hartree/bohr. Its calculated total energy is -983.48162 hartree.

Geometry as XYZ:
```
24
Properties=species:S:1:pos:R:3:forces:R:3:nbo_charge:R:1
C 1.02254 3.17776 -0.86519 2.5 2.3 1.4 -0.183
C 1.22515 2.64826 0.41342 -1.5 -0.2 -2.4 -0.223
C 0.13908 2.55652 -1.71340 1.2 1.4 0.5 -0.231
C 0.56791 1.52477 0.80604 0.0 -2.0 1.6 -0.185
C -0.56349 1.50346 -1.26200 -2.4 -2.7 -0.5 -0.183
C -0.39206 0.88598 0.03346 -1.3 0.1 -2.5 -0.177
C 0.24810 -3.44449 -0.01149 1.6 -0.7 -1.8 -0.748
C -1.20230 -0.66954 1.90108 -0.7 -0.1 -0.3 -0.702
C 0.41478 -2.16317 -0.74271 0.5 1.0 -0.1 -0.261
C -1.18940 -0.30023 0.40491 1.2 0.2 1.0 -0.065
I 2.34414 -1.28553 -0.90317 -0.8 -0.4 0.1 0.122
I -2.77426 -0.98299 -0.80873 0.2 0.2 0.5 0.171
H 1.64207 4.14094 -1.13410 -1.5 -2.0 0.3 0.215
H 1.72372 3.08237 1.18413 2.1 1.6 1.5 0.210
H 0.06217 3.04770 -2.64320 -0.7 -0.2 -1.2 0.219
H 0.89904 1.08067 1.75902 -0.5 0.3 -0.3 0.208
H -1.34021 1.08545 -1.98336 1.1 0.4 1.2 0.218
H 0.86064 -3.71620 0.83805 -0.5 1.2 1.2 0.242
H 0.79684 -4.23573 -0.60480 -1.2 0.3 -0.5 0.235
H -0.81496 -3.59300 0.00759 -0.4 -0.8 0.5 0.239
H -0.80118 0.15036 2.49572 -0.5 0.3 0.0 0.225
H -0.51763 -1.45110 2.16273 0.6 -0.9 -0.4 0.227
H -2.16506 -1.04066 2.33021 0.5 0.7 -0.7 0.233
H -0.18565 -2.00160 -1.66420 0.6 -0.2 0.8 0.195
```
Forces are in eV/Å.

***

(4)
Formula: C5H8N2
Source: the Open Molecules 2025 dataset
Level of theory: ωB97M-V/def2-TZVPD

The SMILES is C=N[C@@H](C)CC#N. Its maximum force is 0.031 hartree/bohr. Its calculated total energy is -304.76794 hartree.

Geometry as XYZ:
```
15
Properties=species:S:1:pos:R:3:forces:R:3:nbo_charge:R:1
C 0.66324 0.74852 1.71594 0.4 0.9 0.0 -0.057
N 0.94196 0.76796 0.47789 0.0 0.2 0.5 -0.419
C -0.20291 0.42561 -0.35605 0.0 -0.1 0.0 -0.067
C -0.11698 0.92130 -1.79659 0.1 -0.1 0.1 -0.615
C -0.08687 -1.11173 -0.15444 -0.1 -0.2 0.2 -0.504
C -0.42708 -1.44971 1.27572 -0.7 -1.4 -0.3 0.288
N -0.59431 -1.82451 2.36179 0.1 0.6 -1.4 -0.328
H 1.43768 0.53307 2.44782 0.1 0.6 0.0 0.188
H -0.34959 0.91915 2.09283 0.0 -0.3 0.0 0.157
H -1.17126 0.75720 0.06483 0.3 0.0 0.1 0.182
H 0.83108 0.63902 -2.26212 -0.1 0.0 0.1 0.219
H -0.19502 2.01502 -1.81690 0.1 -0.2 0.1 0.225
H -0.94338 0.53176 -2.40499 0.2 0.0 0.2 0.213
H 0.97359 -1.38211 -0.13917 0.0 0.2 -0.5 0.265
H -0.53941 -1.68281 -0.97826 -0.4 -0.1 0.8 0.253
```
Forces are in eV/Å.

***

> What is the formula in the fourth record?

C5H8N2

***

> What is the formula in the second record?

C5H12NO